(1)
{
  "formula": "C2H6ClNO",
  "method": "ωB97M-V/def2-TZVPD",
  "multiplicity": 3,
  "mol_weight_g_mol": 95.5,
  "relative_energy_kcal_mol": 38.1,
  "e_lumo_ha": [0.026, -0.048],
  "species": ["C", "C", "N", "O", "Cl", "H", "H", "H", "H", "H", "H"],
  "coordinates": [[0.93551, -0.94829, 1.11475], [-1.10832, 1.69562, -0.57197], [-0.84786, -0.44138, -1.16385], [-0.40440, 0.82718, -1.17376], [0.18147, -1.30658, -2.22023], [1.69641, -0.60324, 1.75322], [1.43333, -1.62148, 0.42304], [0.45365, -0.07075, 0.63101], [0.32624, -1.67053, 1.70984], [-0.61597, 2.65635, -0.34559], [-2.05007, 1.48310, -0.15645]],
  "lowdin_spin": [0.008, 0.676, 0.734, 0.358, 0.120, 0.001, 0.001, 0.007, 0.000, 0.043, 0.052]
}

***

(2)
{
  "formula": "C2H6ClNO2",
  "method": "ωB97M-V/def2-TZVPD",
  "multiplicity": 1,
  "mol_weight_g_mol": 111.5,
  "relative_energy_kcal_mol": 6.6,
  "e_lumo_ha": 0.026,
  "species": ["C", "C", "N", "O", "O", "Cl", "H", "H", "H", "H", "H", "H"],
  "coordinates": [[0.98659, 0.30761, 0.15021], [-0.41041, -0.11187, -0.06506], [-1.07478, -0.30077, 1.18389], [1.63204, 0.62870, -1.08239], [-0.99562, 0.83639, -0.87937], [-0.32876, -1.65219, -1.15565], [0.91289, 1.16299, 0.87299], [1.67900, -0.57742, 0.61948], [-2.09468, -0.02814, 1.11226], [-1.00155, -1.17024, 1.63538], [2.47261, 0.36591, -0.99668], [-1.77732, 0.53903, -1.39505]],
  "lowdin_charge": [-0.266, -0.922, 0.080, -0.035, -0.039, 0.555, 0.135, 0.174, 0.125, 0.062, 0.013, 0.117]
}

***

(3)
{
  "formula": "C2H6ClOPS",
  "method": "ωB97M-V/def2-TZVPD",
  "multiplicity": 1,
  "mol_weight_g_mol": 144.6,
  "relative_energy_kcal_mol": 55.4,
  "e_lumo_ha": -0.046,
  "species": ["C", "C", "O", "P", "S", "Cl", "H", "H", "H", "H", "H", "H"],
  "coordinates": [[1.92131, -1.74064, -0.29143], [-2.26232, 1.71955, 0.24387], [0.44464, -1.67534, -0.35226], [-0.12817, -0.47697, 0.51821], [-1.59261, 0.25219, -0.73120], [1.91955, 1.53081, 0.09485], [2.52857, -0.81142, -0.11902], [2.21148, -2.28454, -1.22694], [1.99330, -2.37286, 0.66815], [-3.37891, 1.66584, 0.33592], [-1.89785, 2.38908, -0.41325], [-1.75899, 1.80431, 1.27310]],
  "lowdin_charge": [-0.170, -0.377, -0.551, 0.627, 0.522, -0.315, -0.012, 0.100, 0.103, 0.054, -0.045, 0.066]
}

***

(4)
{
  "formula": "C2H6ClPS2",
  "method": "ωB97M-V/def2-TZVPD",
  "multiplicity": 3,
  "mol_weight_g_mol": 160.6,
  "relative_energy_kcal_mol": 0.0,
  "e_lumo_ha": [0.018, -0.048],
  "species": ["C", "C", "P", "S", "S", "Cl", "H", "H", "H", "H", "H", "H"],
  "coordinates": [[0.65423, 0.84213, -0.82965], [0.02050, 1.71039, 0.14962], [-0.53578, -2.38733, 0.08861], [1.13087, -2.55986, 1.30500], [-1.93005, -1.80519, 1.50092], [0.87912, 3.40488, 0.32081], [0.83672, 1.32961, -1.72582], [1.11197, -0.08959, -0.46921], [-0.90504, 2.01144, -0.16237], [-0.00351, 1.35523, 1.09504], [2.10310, -2.24673, 0.39566], [-2.87535, -2.48074, 0.85718]],
  "lowdin_spin": [0.698, 0.100, 0.633, 0.163, 0.163, 0.109, 0.041, 0.051, 0.022, 0.000, 0.010, 0.009]
}

***

(5)
{
  "formula": "C2H6F6Li2NO7S2",
  "method": "ωB97M-V/def2-TZVPD",
  "multiplicity": 1,
  "mol_weight_g_mol": 348.1,
  "relative_energy_kcal_mol": 117.8,
  "charge": 1,
  "e_lumo_ha": -0.210,
  "species": ["Li", "Li", "C", "F", "F", "F", "S", "O", "O", "N", "S", "O", "O", "C", "F", "F", "F", "O", "H", "H", "O", "H", "H", "O", "H", "H"],
  "coordinates": [[0.52840, 0.05453, -2.04919], [-1.22535, -3.20487, 0.66198], [-3.01445, 0.54569, 2.26833], [-2.68046, -0.40906, 3.08621], [-3.75725, 0.12130, 1.26528], [-3.76796, 1.45723, 2.90773], [-1.39889, 1.37404, 1.60341], [-1.65333, 1.84461, 0.26196], [-1.18413, 2.48208, 2.51333], [-0.33247, -0.03513, 1.50731], [0.61483, 0.38004, 2.70512], [1.32848, 1.62900, 2.57354], [0.01283, 0.09628, 4.02348], [2.05087, -0.93138, 2.55026], [3.02890, -0.73605, 3.48033], [1.47633, -2.15330, 2.67946], [2.48151, -0.86995, 1.29149], [-2.08524, -0.90817, -4.02857], [-2.69407, -0.43550, -4.59613], [-2.11637, -1.81175, -4.34292], [1.91163, 2.72480, -3.65788], [1.36978, 3.32798, -4.16659], [2.78594, 3.11402, -3.67610], [2.43928, -2.35466, -2.91073], [2.74356, -3.10897, -2.40606], [3.13762, -2.19280, -3.54504]],
  "lowdin_charge": [0.877, 0.932, -0.681, 0.153, 0.138, 0.148, 0.660, -0.328, -0.264, -0.349, 0.536, -0.293, -0.310, -0.602, 0.141, 0.071, 0.098, -0.057, 0.046, 0.034, -0.058, 0.039, 0.040, -0.057, 0.039, 0.047]
}

***

(6)
{
  "formula": "C2H6FNO",
  "method": "ωB97M-V/def2-TZVPD",
  "multiplicity": 1,
  "mol_weight_g_mol": 79.1,
  "relative_energy_kcal_mol": 72.2,
  "e_lumo_ha": 0.030,
  "species": ["C", "C", "N", "O", "F", "H", "H", "H", "H", "H", "H"],
  "coordinates": [[1.23348, -1.14994, -0.18993], [-0.20712, -1.16904, -0.24272], [-0.92929, 2.44152, 0.31801], [-0.93705, -0.48186, 0.41748], [-2.13506, 2.11840, -0.27445], [1.46488, -2.06340, 0.38392], [1.77681, -1.16940, -1.13593], [1.49232, -0.27901, 0.41093], [-0.52529, -1.99619, -1.01611], [-0.96455, 2.11906, 1.28891], [-0.26913, 1.62986, 0.03988]],
  "lowdin_charge": [-0.071, -0.364, -0.001, 0.034, -0.158, 0.103, 0.090, 0.083, 0.145, 0.064, 0.075]
}

***

What did the first record say?
{
  "formula": "C2H6ClNO",
  "method": "ωB97M-V/def2-TZVPD",
  "multiplicity": 3,
  "mol_weight_g_mol": 95.5,
  "relative_energy_kcal_mol": 38.1,
  "e_lumo_ha": [0.026, -0.048],
  "species": ["C", "C", "N", "O", "Cl", "H", "H", "H", "H", "H", "H"],
  "coordinates": [[0.93551, -0.94829, 1.11475], [-1.10832, 1.69562, -0.57197], [-0.84786, -0.44138, -1.16385], [-0.40440, 0.82718, -1.17376], [0.18147, -1.30658, -2.22023], [1.69641, -0.60324, 1.75322], [1.43333, -1.62148, 0.42304], [0.45365, -0.07075, 0.63101], [0.32624, -1.67053, 1.70984], [-0.61597, 2.65635, -0.34559], [-2.05007, 1.48310, -0.15645]],
  "lowdin_spin": [0.008, 0.676, 0.734, 0.358, 0.120, 0.001, 0.001, 0.007, 0.000, 0.043, 0.052]
}